Model i:
C4H5FO2S as an isolated structure. Source: the OMol25 dataset; level of theory: wB97M-V/def2-TZVPD.

Positions of all 13 atoms, in Å:
S  1.558  -0.692  -0.378
F  0.222  1.648  0.961
O  2.592  -0.484  0.624
O  1.150  0.608  -1.072
C  -1.015  -0.727  -0.038
C  -0.198  1.478  -0.295
C  0.130  -1.124  0.731
C  -1.203  0.506  -0.516
H  -2.063  0.672  -1.178
H  0.081  -2.195  1.025
H  -0.047  2.490  -0.909
H  0.525  -0.595  1.483
H  -1.731  -1.584  -0.438

Frontier orbital gap (alpha / beta) ... 8.70 / 8.70 eV
E_HOMO (alpha / beta) ... -8.73 / -8.73 eV
LUMO (alpha / beta) ... -0.036 / -0.036 eV

=====

Model ii:
C4H5FO2S in the gas phase. Source: the OMol25 dataset; level of theory: wB97M-V/def2-TZVPD.

Positions of all 13 atoms, in Å:
S  -2.066  0.219  -0.541
F  1.392  -1.760  0.739
O  -0.965  1.420  -0.257
O  -2.294  -0.544  0.858
C  -1.289  -1.154  -0.052
C  0.269  1.095  0.301
C  1.304  0.212  -0.471
C  1.008  -1.260  -0.461
H  2.187  0.393  0.143
H  -1.706  -2.024  -0.528
H  1.188  0.762  -1.510
H  0.219  0.571  1.235
H  0.754  2.068  0.543

Frontier orbital gap (alpha / beta) ... 7.75 / 7.75 eV
E_HOMO (alpha / beta) ... -7.84 / -7.84 eV
LUMO (alpha / beta) ... -0.090 / -0.090 eV

=====

It comes down to model i, which is 107.6 kcal/mol more stable than the next structure.

=====

Model i:
A 2-piece molecular cluster, C5H9NO overall. Source: the OMol25 dataset; level of theory: wB97M-V/def2-TZVPD.

Positions of all 16 atoms, in Å:
O  -2.439  1.232  -1.798
N  -0.218  -0.356  1.988
C  0.156  -1.360  0.000
C  1.366  0.673  -1.116
C  0.139  -1.637  1.338
C  0.395  0.154  -0.128
C  -0.043  0.626  1.086
H  0.207  -2.096  -0.868
H  -0.193  -0.331  2.987
H  -0.142  1.645  1.469
H  0.411  -2.644  1.700
H  1.784  1.688  -0.940
H  -1.570  1.023  -1.563
H  2.251  0.026  -0.966
H  0.903  0.440  -2.020
H  -3.005  0.916  -1.169

Frontier orbital gap (alpha / beta) ... 10.89 / 7.17 eV
Charge ... +1
E_HOMO (alpha / beta) ... -14.85 / -14.84 eV
Spin multiplicity ... 2
LUMO (alpha / beta) ... -3.958 / -7.673 eV

=====

Model ii:
An isolated ion of composition C5H9NO and charge +1. Source: the OMol25 dataset; level of theory: wB97M-V/def2-TZVPD.

Positions of all 16 atoms, in Å:
O  -0.530  -2.472  -2.288
N  0.317  -1.119  -0.710
C  0.041  -0.729  0.661
C  0.747  0.589  1.016
C  -0.871  2.069  -0.192
C  0.418  1.732  0.071
C  -0.241  -2.315  -1.135
H  -1.071  -0.728  0.764
H  -1.689  1.485  -0.616
H  0.395  0.888  2.020
H  0.494  -0.555  -1.532
H  0.531  -1.488  1.292
H  1.227  2.328  -0.336
H  1.789  0.419  1.223
H  -1.311  3.021  0.154
H  -0.247  -3.124  -0.390

Frontier orbital gap (alpha / beta) ... 6.42 / 5.23 eV
Charge ... +1
E_HOMO (alpha / beta) ... -13.45 / -13.43 eV
Spin multiplicity ... 2
LUMO (alpha / beta) ... -7.024 / -8.205 eV

=====

It comes down to model i, which is 30.3 kcal/mol more stable than the next structure.

=====

Model i:
C17H22N2O7RhSSe2 as an isolated structure. Source: the OMol25 dataset; level of theory: wB97M-V/def2-TZVPD.

Positions of all 52 atoms, in Å:
Rh  -0.177  -0.302  -0.056
Se  1.140  1.464  0.940
Se  -1.196  1.182  -1.628
S  -1.980  0.011  1.337
O  0.889  -1.833  1.172
O  -1.144  -2.008  -0.852
O  1.225  -4.031  1.052
O  -1.159  -3.927  -1.984
O  1.136  3.449  -1.827
O  1.431  -0.517  -1.470
O  -2.279  4.647  1.483
N  -1.150  -2.283  2.423
N  -3.251  -1.452  3.090
C  -0.089  2.950  1.244
C  -1.325  -3.388  3.141
C  -2.472  -3.581  3.869
C  -0.593  -2.928  -1.555
C  0.881  -2.726  -1.973
C  2.459  -1.331  -3.361
C  0.596  4.272  -0.824
C  -2.125  -1.352  2.343
C  3.476  -1.284  -2.190
C  -3.399  -2.536  3.819
C  -1.290  4.976  0.513
C  2.547  -1.302  -0.978
C  -1.612  2.907  -0.787
C  -0.577  3.710  0.009
C  1.931  -2.696  -0.804
C  1.126  -1.356  -2.615
C  1.308  -2.925  0.560
H  0.277  -0.928  -3.142
H  4.167  -2.127  -2.183
H  4.053  -0.361  -2.208
H  -4.313  -2.589  4.404
H  2.531  -0.440  -3.982
H  -2.478  2.752  -0.144
H  1.242  2.560  -1.451
H  -2.780  5.440  1.686
H  1.107  -3.533  -2.666
H  -1.750  5.486  -0.343
H  2.575  -2.209  -3.996
H  -0.079  -2.098  1.846
H  2.923  -0.838  -0.070
H  2.673  -3.480  -0.949
H  1.376  4.585  -0.112
H  0.458  3.643  1.889
H  -0.539  5.649  0.951
H  -1.946  3.504  -1.641
H  -0.508  -4.100  3.103
H  -2.635  -4.474  4.452
H  -0.935  2.572  1.812
H  0.257  5.175  -1.345

Frontier orbital gap ... 6.93 eV
Charge ... -1
E_HOMO ... -4.28 eV
LUMO ... 2.652 eV

=====

Model ii:
C17H22N2O7RhSSe2 as an isolated structure. Source: the OMol25 dataset; level of theory: wB97M-V/def2-TZVPD.

Positions of all 52 atoms, in Å:
Rh  0.323  -0.433  -0.149
Se  2.345  0.649  0.583
Se  -0.629  -0.612  2.044
S  -0.579  1.578  -1.015
O  0.304  3.783  3.581
O  1.221  -0.524  -2.182
O  2.319  -0.723  3.456
O  -1.437  -1.316  -0.959
O  1.022  -2.279  0.313
O  -2.513  -2.482  -2.517
O  0.884  -4.425  -0.262
N  -2.690  1.372  0.636
N  -3.107  1.326  -1.654
C  -2.210  1.426  -0.623
C  0.960  -3.241  -0.549
C  1.110  -2.845  -2.025
C  1.082  2.731  4.153
C  -0.323  1.064  2.994
C  -4.885  0.882  -0.217
C  1.126  1.507  3.222
C  2.640  -1.636  -3.621
C  -3.951  1.095  0.819
C  -4.406  1.018  -1.479
C  0.371  -0.959  -3.270
C  2.099  -1.681  -2.195
C  1.914  0.473  4.058
C  -0.160  -2.307  -2.764
C  -1.479  -2.057  -2.000
C  1.759  1.964  1.903
C  1.388  -1.157  -4.400
H  2.109  3.077  4.326
H  -2.691  1.264  -2.573
H  1.579  -0.216  -4.915
H  -0.883  1.856  2.498
H  -5.914  0.625  -0.025
H  -4.996  0.887  -2.374
H  3.453  -0.916  -3.699
H  -0.790  0.884  3.970
H  0.392  4.555  4.144
H  1.030  -1.883  -5.129
H  1.558  -1.107  2.986
H  1.030  2.598  1.398
H  -4.276  1.036  1.854
H  2.836  0.946  4.418
H  0.652  2.433  5.118
H  -0.430  -2.961  -3.590
H  2.825  -1.579  -1.393
H  1.471  -3.732  -2.544
H  -0.386  -0.203  -3.457
H  1.294  0.274  4.950
H  3.003  -2.611  -3.946
H  2.636  2.587  2.102

Frontier orbital gap ... 5.58 eV
Charge ... -1
E_HOMO ... -3.74 eV
LUMO ... 1.844 eV

=====

It comes down to model i, which is 31.8 kcal/mol more stable than the next structure.

=====

Model i:
C46H49AsBrN4O2P2Pd as an isolated structure. Source: the OMol25 dataset; level of theory: wB97M-V/def2-TZVPD.

Positions of all 106 atoms, in Å:
Pd  0.567  0.589  0.015
Br  -0.679  -2.519  5.115
As  2.058  -0.625  -1.814
P  -0.828  1.727  -1.663
P  -0.926  1.762  1.685
O  -0.274  -1.437  -0.126
O  -1.546  -3.066  -0.971
N  2.204  0.070  1.426
N  -1.905  3.780  -0.086
N  -0.708  -2.689  2.398
N  2.031  -0.941  2.300
C  -2.010  0.012  -5.178
C  -2.280  2.697  -0.994
C  3.128  -1.133  3.060
C  3.424  0.553  1.649
C  -4.972  1.818  2.331
C  -1.365  0.839  -4.271
C  -2.618  -0.179  -2.473
C  -0.591  2.123  5.756
C  -2.080  7.432  0.085
C  -0.409  3.891  -3.410
C  0.736  2.504  5.898
C  -2.330  5.052  -0.305
C  -0.931  -3.380  3.516
C  -1.618  -5.378  2.361
C  1.102  -1.537  -3.227
C  -0.914  -2.519  -0.074
C  -1.656  6.150  0.311
C  -3.263  -0.995  -3.385
C  -2.959  -0.900  -4.737
C  -1.428  -4.655  1.192
C  -3.465  5.323  -1.132
C  -3.041  0.022  1.456
C  -0.319  2.054  3.366
C  -4.371  -0.370  1.524
C  1.623  5.178  -3.432
C  2.956  -2.078  -0.902
C  2.165  4.354  -2.456
C  0.337  4.946  -3.908
C  4.046  -0.180  2.666
C  1.020  2.418  3.517
C  -1.378  -4.737  3.555
C  -1.673  0.751  -2.915
C  1.542  2.654  4.777
C  0.130  3.052  -2.431
C  3.952  1.712  0.873
C  -2.670  1.314  1.826
C  -3.882  6.613  -1.323
C  -3.646  2.212  2.264
C  1.420  3.293  -1.962
C  -5.334  0.527  1.961
C  -0.976  -3.293  1.256
C  3.527  0.198  -2.785
C  -1.006  3.520  1.048
C  -1.124  1.901  4.494
C  3.215  -2.198  4.095
C  -3.193  7.676  -0.728
H  2.204  5.998  -3.830
H  2.836  -3.149  3.721
H  5.040  -0.043  3.054
H  -3.527  8.691  -0.891
H  -0.776  5.978  0.911
H  -2.975  2.007  -0.507
H  -6.371  0.225  2.012
H  -2.280  -0.655  1.093
H  -1.595  -5.073  0.209
H  -1.772  0.081  -6.230
H  -5.726  2.513  2.674
H  -3.991  -1.717  -3.042
H  -0.625  1.545  -4.626
H  4.252  -2.344  4.390
H  2.653  -1.921  4.987
H  3.167  4.533  -2.090
H  -1.306  4.167  1.872
H  -4.759  6.810  -1.923
H  -1.547  8.262  0.527
H  1.660  2.514  2.648
H  -2.161  1.608  4.397
H  -3.377  3.216  2.570
H  3.910  -0.525  -3.506
H  0.223  -2.037  -2.823
H  3.850  1.550  -0.202
H  2.577  2.949  4.887
H  -1.408  3.718  -3.793
H  -1.519  -5.219  4.513
H  3.183  1.085  -3.315
H  -2.836  -0.287  -1.415
H  -1.947  -6.408  2.337
H  -0.080  5.586  -4.673
H  0.021  3.789  0.769
H  2.227  -2.663  -0.345
H  -1.219  2.013  6.629
H  3.446  -2.712  -1.641
H  1.779  -2.266  -3.676
H  -3.458  -1.543  -5.448
H  -4.039  4.513  -1.552
H  4.331  0.470  -2.103
H  0.794  -0.820  -3.984
H  3.423  2.634  1.127
H  1.143  2.686  6.883
H  -2.760  3.123  -1.868
H  1.155  -1.448  2.298
H  5.006  1.871  1.092
H  1.863  2.638  -1.210
H  3.701  -1.676  -0.216
H  -4.661  -1.367  1.222

Frontier orbital gap (alpha / beta) ... 6.17 / 3.86 eV
Charge ... +3
E_HOMO (alpha / beta) ... -13.97 / -15.56 eV
Spin multiplicity ... 5
LUMO (alpha / beta) ... -7.797 / -11.700 eV

=====

Model ii:
C46H49AsBrN4O2P2Pd as an isolated structure. Source: the OMol25 dataset; level of theory: wB97M-V/def2-TZVPD.

Positions of all 106 atoms, in Å:
Pd  0.138  0.108  0.739
Br  -0.978  -4.915  0.024
As  -0.803  0.029  -4.034
P  2.261  -0.458  -0.071
P  0.463  -0.982  2.874
O  -1.978  0.336  0.477
O  -1.310  0.643  -1.627
N  1.794  2.429  1.965
N  2.664  -2.499  1.730
N  0.600  2.112  1.402
N  -1.708  -2.324  -0.548
C  2.588  -4.909  1.637
C  -0.546  1.918  -4.309
C  -3.285  -2.346  3.659
C  2.979  4.244  3.169
C  2.981  -3.615  -3.301
C  -1.651  3.187  1.271
C  2.647  1.294  6.177
C  3.192  1.034  -0.468
C  2.526  -1.659  -1.388
C  -0.819  -2.265  4.945
C  -1.925  0.001  -0.745
C  0.452  -0.891  -5.192
C  -1.900  -2.869  5.562
C  1.379  -2.539  2.459
C  -2.207  -1.742  3.026
C  5.122  2.477  -0.395
C  -2.498  -1.363  -1.047
C  1.459  1.773  5.636
C  -0.972  -1.711  3.670
C  -4.121  -2.937  -1.767
C  3.207  0.115  5.704
C  1.391  -0.108  4.136
C  -3.131  -2.910  4.916
C  1.809  -3.635  -2.557
C  -2.118  -3.568  -0.676
C  0.480  4.107  2.409
C  4.423  -6.115  0.658
C  2.578  -0.590  4.688
C  2.510  1.995  -1.222
C  4.527  -3.713  0.729
C  3.927  -2.615  -3.096
C  4.439  3.426  -1.143
C  3.203  -1.206  1.352
C  3.136  3.182  -1.562
C  -3.707  -1.612  -1.663
C  3.705  -1.638  -2.139
C  4.506  1.277  -0.064
C  3.248  -3.666  1.369
C  -0.222  3.129  1.688
C  1.573  -2.651  -1.605
C  -2.571  -0.381  -4.676
C  0.833  1.079  4.615
C  -3.315  -3.945  -1.268
C  5.088  -4.912  0.388
C  1.768  3.640  2.550
C  3.169  -6.095  1.284
H  0.347  2.066  -4.913
H  4.834  -2.597  -3.686
H  -4.324  -0.802  -2.026
H  -5.071  -3.180  -2.224
H  -3.295  0.253  -4.170
H  -1.421  2.310  -4.826
H  -0.094  1.457  4.196
H  4.438  -0.852  -1.994
H  -4.252  -2.364  3.174
H  1.479  1.823  -1.513
H  2.696  5.076  3.808
H  0.132  -2.203  5.464
H  5.089  -2.816  0.525
H  -2.335  -1.286  2.054
H  6.062  -4.931  -0.081
H  3.519  3.513  3.772
H  1.514  -3.113  3.379
H  -2.811  -1.429  -4.519
H  1.619  -4.926  2.109
H  0.644  -3.073  1.847
H  -3.977  -3.373  5.407
H  -0.446  2.424  -3.352
H  4.121  -0.265  6.140
H  2.622  1.919  1.704
H  3.012  -1.527  4.354
H  4.245  -1.299  1.075
H  1.017  2.684  6.017
H  2.657  -7.025  1.492
H  3.139  -0.523  2.201
H  6.138  2.665  -0.075
H  3.130  1.834  6.980
H  2.607  3.926  -2.143
H  1.078  -4.418  -2.717
H  -1.779  2.807  0.261
H  -2.283  2.594  1.932
H  4.880  -7.058  0.390
H  -2.567  -0.155  -5.744
H  4.924  4.358  -1.401
H  3.657  4.626  2.403
H  0.311  -0.493  -6.199
H  -1.790  -3.294  6.550
H  3.161  -4.378  -4.047
H  1.464  -0.691  -4.847
H  -1.992  4.219  1.312
H  0.258  -1.960  -5.175
H  0.655  -2.653  -1.031
H  0.090  5.046  2.763
H  -3.603  -4.985  -1.322
H  5.067  0.550  0.510

Frontier orbital gap (alpha / beta) ... 8.57 / 5.72 eV
Charge ... +3
E_HOMO (alpha / beta) ... -15.20 / -15.94 eV
Spin multiplicity ... 5
LUMO (alpha / beta) ... -6.628 / -10.221 eV

=====

It comes down to model ii, which is 23.0 kcal/mol more stable than the next structure.

=====

Model i:
A 2-piece molecular cluster, C4H8INS overall. Source: the OMol25 dataset; level of theory: wB97M-V/def2-TZVPD.

Positions of all 15 atoms, in Å:
I  0.155  -1.332  2.781
S  0.405  -1.723  -0.833
N  1.496  -1.546  1.452
C  -1.692  1.530  0.314
C  1.802  -0.737  -1.120
C  -0.821  -0.572  -0.244
C  -0.600  0.695  -0.094
H  2.671  -1.420  -1.559
H  -1.737  -0.986  0.191
H  -1.539  2.509  -0.286
H  2.096  -0.527  -0.090
H  -2.706  1.079  0.126
H  1.766  0.037  -1.870
H  -1.710  1.733  1.408
H  0.413  1.261  -0.174

Frontier orbital gap (alpha / beta) ... 7.02 / 6.97 eV
E_HOMO (alpha / beta) ... -7.96 / -7.83 eV
LUMO (alpha / beta) ... -0.942 / -0.859 eV

=====

Model ii:
C4H8INS in the gas phase. Source: the OMol25 dataset; level of theory: wB97M-V/def2-TZVPD.

Positions of all 15 atoms, in Å:
I  -2.809  -0.010  -0.012
S  1.838  0.101  -0.191
N  -0.777  -0.192  0.234
C  0.122  0.832  -0.409
C  -0.172  2.182  0.259
C  -0.251  -1.534  -0.224
C  1.202  -1.536  0.314
H  1.300  -1.605  1.374
H  -0.157  0.835  -1.507
H  1.830  -2.285  -0.100
H  -0.630  2.014  1.250
H  0.728  2.847  0.258
H  -1.092  2.666  -0.110
H  -0.888  -2.425  0.144
H  -0.241  -1.890  -1.279

Frontier orbital gap ... 8.66 eV
E_HOMO ... -8.81 eV
SMILES ... C[C@H]1SCCN1I
LUMO ... -0.153 eV

=====

It comes down to model ii, which is 97.7 kcal/mol more stable than the next structure.

=====

Model i:
A 2-piece molecular cluster, C5H8NO2 overall. Source: the OMol25 dataset; level of theory: wB97M-V/def2-TZVPD.

Positions of all 16 atoms, in Å:
O  -2.762  0.492  0.954
O  -4.315  0.022  -0.631
N  3.188  0.624  -1.224
C  3.172  -0.558  0.945
C  0.143  0.002  0.491
C  2.707  -0.131  -0.332
C  -3.138  0.270  -0.168
C  1.331  -0.652  -0.190
H  -2.382  0.275  -0.989
H  2.646  -1.218  1.623
H  3.642  0.260  1.492
H  1.197  -1.729  -0.168
H  -0.576  -0.747  0.789
H  2.448  1.087  -1.746
H  -0.352  0.705  -0.193
H  0.476  0.643  1.306

Frontier orbital gap (alpha / beta) ... 8.42 / 4.21 eV
E_HOMO (alpha / beta) ... -8.45 / -8.05 eV
Spin multiplicity ... 2
LUMO (alpha / beta) ... -0.030 / -3.839 eV

=====

Model ii:
C5H8NO2 in the gas phase. Source: the OMol25 dataset; level of theory: wB97M-V/def2-TZVPD.

Positions of all 16 atoms, in Å:
O  -1.973  -1.220  1.326
O  -0.572  -0.356  2.948
N  2.565  -0.094  -2.683
C  0.664  -0.023  -1.118
C  -0.511  0.719  -0.580
C  -1.105  -0.424  1.841
C  -0.668  0.775  0.951
C  1.292  0.382  -2.249
H  0.206  1.072  1.439
H  0.977  1.110  -3.026
H  0.638  -0.969  -0.662
H  -1.543  0.631  -1.195
H  2.752  -1.026  -2.445
H  3.225  0.492  -2.951
H  -0.449  1.866  -0.847
H  -1.429  1.517  1.212

Frontier orbital gap (alpha / beta) ... 9.24 / 5.07 eV
E_HOMO (alpha / beta) ... -8.34 / -8.34 eV
Spin multiplicity ... 2
LUMO (alpha / beta) ... 0.899 / -3.269 eV

=====

It comes down to model ii, which is 60.5 kcal/mol more stable than the next structure.